# 1
40
Properties=species:S:1:pos:R:3:forces:R:3:nbo_charge:R:1 method="wB97M-V/def2-TZVPD" homo_lumo_gap_ha=0.3094 e_lumo_ev=-0.0069 smiles="Cc1ccccc1-c1nnc(NC(=O)CSc2nc3ccccc3s2)s1" e_above_lowest_ev=0.000 homo_ha=-0.30969
C -1.32012 -2.39070 1.75468 0.0 0.0 0.0 -0.6653
C -1.97934 -1.70116 0.60296 0.0 0.1 -0.2 0.1019
C -3.36215 -1.56242 0.60237 0.0 0.0 0.0 -0.2445
C -4.03181 -0.92395 -0.42389 0.0 0.0 0.0 -0.1914
C -3.31764 -0.39826 -1.48879 -0.1 0.0 0.0 -0.2093
C -1.94625 -0.52022 -1.51236 0.1 -0.1 0.1 -0.1552
C -1.26101 -1.16897 -0.47813 -0.9 0.0 -0.1 -0.1442
C 0.18083 -1.19294 -0.59394 0.9 -0.6 0.4 0.0661
N 0.80761 -0.40235 -1.40078 -1.3 0.4 -0.1 -0.2660
N 2.11967 -0.51244 -1.39452 1.6 -0.4 -0.3 -0.3099
C 2.56542 -1.40905 -0.57966 -1.1 -0.4 0.3 0.2172
N 3.88632 -1.69366 -0.36880 0.3 -0.8 0.1 -0.6426
C 4.96274 -0.83259 -0.41876 -0.1 0.2 -0.1 0.6849
O 6.08314 -1.26462 -0.32906 0.3 0.0 0.0 -0.5617
C 4.63451 0.63992 -0.49431 0.0 0.3 0.4 -0.6402
S 3.90275 1.10791 1.13053 0.4 0.0 -0.1 0.3076
C 2.26403 1.51286 0.70257 -0.2 0.5 -0.6 -0.0876
N 1.26836 1.14572 1.41681 0.6 -0.6 0.6 -0.4754
C 0.08915 1.63922 0.94292 -0.5 0.7 -0.7 0.1610
C -1.16907 1.40965 1.49143 0.1 0.1 0.0 -0.2251
C -2.27290 1.95025 0.86894 -0.1 0.0 0.1 -0.2131
C -2.14409 2.70826 -0.29233 0.0 0.1 -0.1 -0.2068
C -0.90535 2.95429 -0.85125 -0.1 0.0 -0.1 -0.2103
C 0.20902 2.42466 -0.22576 0.1 -0.2 0.3 -0.2291
S 1.87881 2.56401 -0.67568 -0.1 -0.2 0.6 0.3857
S 1.28886 -2.24147 0.29388 0.3 0.8 -0.6 0.3547
H -0.88535 -3.33975 1.43944 0.0 -0.1 0.1 0.2210
H -0.52211 -1.77851 2.17370 0.0 0.0 0.1 0.2309
H -2.04623 -2.59526 2.53776 0.0 0.0 0.0 0.2249
H -3.92501 -1.96578 1.43197 0.0 0.0 0.1 0.2098
H -5.10759 -0.83588 -0.39253 -0.1 0.0 0.0 0.2150
H -3.82917 0.10318 -2.29592 0.0 0.1 -0.1 0.2159
H -1.36928 -0.11560 -2.32827 0.0 0.0 -0.1 0.2397
H 4.11938 -2.64544 -0.11186 0.1 0.2 -0.1 0.4229
H 5.55552 1.20630 -0.61790 0.0 -0.1 0.0 0.2555
H 3.91729 0.86491 -1.27986 0.1 0.0 0.0 0.2850
H -1.25541 0.82252 2.39122 0.0 -0.1 0.1 0.2237
H -3.25450 1.77935 1.28376 -0.1 0.0 0.0 0.2184
H -3.02696 3.11347 -0.76264 -0.1 0.0 0.0 0.2157
H -0.80204 3.54454 -1.74795 0.0 0.1 -0.1 0.2204

# 2
73
Properties=species:S:1:pos:R:3:forces:R:3:mulliken_charge:R:1 method="wB97M-V/def2-TZVPD" homo_lumo_gap_ha=0.2224 e_lumo_ev=0.5855 total_charge=-1 homo_ha=-0.20086
C 1.54825 -3.88637 -1.58822 -0.5 -0.5 -0.5 0.1485
C 0.92514 -4.14303 -2.60211 0.3 0.5 -0.3 -0.8680
Ga 0.40473 -4.30292 -4.56957 0.3 -0.7 0.1 0.1585
C -1.59550 -3.88316 -4.80478 -0.5 0.0 0.4 -0.9553
C -2.00021 -2.56794 -4.30372 -0.3 0.5 -0.9 0.4264
C -2.33788 -1.51268 -5.36083 0.7 -0.3 0.0 -1.5964
N -2.09413 -2.27368 -3.06639 -0.1 0.2 0.0 -0.3457
C 1.62357 -3.28731 -5.85172 -0.9 0.6 -0.1 -1.0120
C 1.75406 -1.77899 -5.66041 0.5 -0.7 0.4 0.6185
C 1.51663 -1.26100 -4.26459 0.3 1.1 -0.2 -1.1458
F 3.10420 -1.42647 -5.96123 0.1 0.3 -0.2 -0.4146
H 2.07949 -3.77457 -0.68521 0.2 0.1 0.4 0.4573
H 0.57022 -5.87326 -4.91896 -0.1 0.1 0.0 -0.3598
H -2.12375 -4.63630 -4.21846 0.3 -0.2 0.1 0.3485
H -1.90575 -4.01398 -5.84029 0.2 0.0 -0.1 0.5045
H -1.81855 -0.58469 -5.12400 -0.1 0.2 0.0 0.3465
H -3.40833 -1.33057 -5.39315 -0.2 0.0 0.1 0.4048
H -2.00990 -1.84032 -6.34453 0.0 0.1 -0.1 0.3830
H -2.38463 -1.29885 -2.98468 0.0 0.0 0.1 0.0932
H 2.61252 -3.73538 -5.89815 0.1 0.0 0.3 0.4342
H 1.19157 -3.43378 -6.84690 0.0 -0.2 -0.1 0.2670
H 1.15827 -1.21812 -6.37965 -0.2 0.0 -0.1 0.1699
H 2.11964 -1.76539 -3.52171 -0.1 -0.4 0.1 0.2940
H 1.84515 -0.21417 -4.25357 -0.1 0.1 0.0 0.3865
H 0.46630 -1.24237 -3.98748 -0.1 -0.4 0.1 0.2078
C -1.31500 -0.40238 6.65789 0.0 0.0 -0.1 -0.4542
C -1.79480 0.70984 5.97314 0.0 -0.1 0.0 -0.5380
C -2.10562 0.61521 4.62727 0.0 0.1 0.1 -0.5812
C -1.92767 -0.58889 3.95694 0.0 -0.1 0.1 0.2382
C -1.42476 -1.69776 4.63769 0.0 0.1 -0.1 0.1477
C -1.12979 -1.60243 5.99197 0.0 0.1 0.2 -0.5678
C -1.17988 -2.98605 3.92305 0.1 -0.3 0.0 0.5886
O -0.74390 -3.94799 4.52640 0.0 0.1 0.1 -0.6887
C -1.47066 -3.05196 2.47009 0.0 0.1 0.0 0.2863
C -1.19364 -4.21874 1.76586 0.0 -0.1 -0.2 -0.6961
C -1.46896 -4.29197 0.40883 -0.1 0.1 0.2 -0.5127
C -2.03478 -3.20544 -0.25585 -0.2 -0.4 -0.2 -0.1020
C -2.30819 -2.04225 0.44318 0.0 -0.1 -0.1 -0.8099
C -2.02020 -1.95366 1.79953 0.0 0.0 0.1 0.3459
C -2.28320 -0.68167 2.51244 -0.1 0.1 -0.3 0.6217
O -2.76828 0.27182 1.93439 0.0 0.1 0.1 -0.6761
H -1.08025 -0.32933 7.71229 0.0 0.0 0.0 0.3874
H -1.92743 1.65062 6.49207 0.0 0.0 0.0 0.4125
H -2.48338 1.47705 4.09368 0.0 -0.1 -0.1 0.4937
H -0.75135 -2.46645 6.52095 0.0 -0.1 -0.1 0.4661
H -0.75620 -5.06503 2.27815 0.0 0.1 0.1 0.4469
H -1.24154 -5.19656 -0.13911 0.0 0.0 0.0 0.4196
H -2.25542 -3.25388 -1.32914 0.3 0.1 0.5 0.3816
H -2.74002 -1.19370 -0.07049 0.0 0.0 0.1 0.4538
C -0.32980 2.04067 -0.43372 0.1 0.0 0.0 -0.5607
C 0.95801 1.78436 -0.89313 -0.1 0.0 0.0 -0.4539
C 2.03379 2.48847 -0.37712 0.0 -0.1 -0.1 -0.7816
C 1.82604 3.46042 0.59306 -0.1 0.1 0.1 0.2689
C 0.52840 3.73397 1.03905 0.1 0.0 0.0 0.2166
C -0.54465 3.01370 0.53009 -0.1 -0.1 -0.1 -0.5933
C 0.27828 4.80153 2.04295 -0.3 0.0 0.0 0.5965
O -0.84498 5.04136 2.43826 0.1 0.0 0.0 -0.6792
C 1.44155 5.58251 2.55199 0.1 0.0 0.0 0.1754
C 1.22438 6.62133 3.44891 0.0 0.1 0.1 -0.5256
C 2.29603 7.34694 3.94026 0.0 0.0 0.0 -0.4594
C 3.59234 7.03246 3.54417 -0.1 0.0 0.0 -0.4567
C 3.81357 6.00180 2.64686 0.1 0.1 0.1 -0.5582
C 2.73986 5.27952 2.14097 -0.1 0.0 0.0 0.1398
C 2.99237 4.19493 1.14990 0.3 -0.2 -0.2 0.5862
O 4.12540 3.92613 0.80592 0.0 0.1 0.0 -0.6648
H -1.16684 1.48170 -0.83072 0.0 0.0 0.0 0.4386
H 1.12150 1.03112 -1.65350 0.0 0.0 0.0 0.6427
H 3.03535 2.28507 -0.73022 0.0 0.1 0.1 0.4733
H -1.54710 3.21302 0.88287 0.0 0.1 0.1 0.4568
H 0.21661 6.86239 3.75844 0.0 -0.1 -0.1 0.4678
H 2.12399 8.15886 4.63517 0.0 0.0 0.0 0.3963
H 4.42990 7.59624 3.93445 0.0 0.0 0.0 0.3908
H 4.81978 5.75843 2.33425 -0.1 -0.1 -0.1 0.4686

# 3
15
Properties=species:S:1:pos:R:3:forces:R:3:nbo_charge:R:1 method="wB97M-V/def2-TZVPD" homo_lumo_gap_ha="0.3037 / 0.2771" e_lumo_ev="-0.2581 / 0.0817" e_above_lowest_ev=3.975 homo_ha="-0.31317 / -0.27414"
C -0.37528 2.12540 -0.04717 -1.2 -3.2 1.0 0.0375
C -2.08392 -1.11240 0.64408 0.5 1.3 2.9 -0.6610
C 1.46189 -1.05797 -1.30101 -0.1 1.0 0.5 -0.9930
N 1.91959 -0.13388 1.22994 -0.5 -0.6 -0.9 -1.1395
N 0.47763 1.28461 -0.48922 -0.7 3.2 -0.3 -0.7856
P 0.80334 -0.21671 0.10494 -1.0 -1.5 1.5 1.5693
H -0.40553 3.15027 -0.30885 0.2 1.0 -0.6 0.1764
H -1.24040 1.75739 0.62875 1.3 0.7 -0.7 0.1506
H -2.17471 -0.56986 1.64432 0.4 -0.3 -1.5 0.1711
H -2.32088 -0.50691 -0.19975 -0.4 -0.2 -0.6 0.1735
H -2.42906 -2.11046 0.87184 0.3 -0.4 -1.0 0.1877
H 0.65039 -1.45913 -1.87322 0.0 -0.7 -0.4 0.2458
H 1.90337 -0.17344 -1.78618 0.4 -0.8 -0.3 0.2581
H 2.13988 -1.71372 -0.76441 0.3 -0.5 -0.9 0.2654
H 1.67368 0.73681 1.64593 0.3 1.0 1.3 0.3438

# 4
109
Properties=species:S:1:pos:R:3:forces:R:3:mulliken_charge:R:1 method="wB97M-V/def2-TZVPD" homo_lumo_gap_ha=0.2478 e_lumo_ev=-3.2823 e_above_lowest_ev=0.000 total_charge=+1 homo_ha=-0.36840
Tl 0.21565 -0.00979 0.25590 -0.5 0.4 0.1 0.8815
C -2.71134 1.78431 -2.32691 0.0 0.4 0.1 -1.7875
N -3.00947 0.41844 -2.66428 0.4 -0.3 0.1 0.5887
C -3.36806 -0.44302 -1.58611 -0.2 0.0 0.0 -2.2853
P -2.07733 -1.31674 -0.48755 0.0 -0.2 -0.1 1.4220
C -1.55265 -2.70138 -1.53096 0.1 0.1 -0.1 0.6835
C -0.33461 -2.58098 -2.19758 -0.1 0.1 -0.1 0.3053
C 0.03650 -3.51665 -3.14963 -0.1 0.0 0.0 -0.9153
C -0.79922 -4.58616 -3.42888 0.0 0.0 0.0 -0.9728
C -2.01013 -4.71827 -2.76238 0.0 0.0 0.0 -0.9861
C -2.39148 -3.77814 -1.82122 0.0 0.0 0.0 -0.5148
C -3.17937 -2.02700 0.79438 0.0 0.1 0.0 1.2710
C -4.24023 -1.28719 1.31943 0.1 0.0 0.0 -0.7928
C -5.05009 -1.80440 2.31736 0.0 0.0 0.0 -0.8905
C -4.81592 -3.07196 2.81834 0.0 0.0 0.0 -0.7459
C -3.77803 -3.82754 2.29553 0.0 0.0 0.0 -1.1602
C -2.97501 -3.31382 1.29380 -0.1 -0.1 -0.1 -0.3749
C -3.15521 -0.00411 -4.00261 -0.1 0.1 -0.1 0.9159
C -3.43025 0.91212 -5.01942 0.0 -0.1 0.0 -0.7068
C -3.55376 0.49158 -6.33087 0.0 0.0 0.0 -0.8167
C -3.42722 -0.84718 -6.66672 0.0 0.0 0.0 -0.6966
C -3.17593 -1.76190 -5.65966 0.0 0.0 0.0 -0.8784
C -3.03390 -1.35015 -4.34346 0.0 0.0 -0.1 0.3371
P -0.97549 2.02944 -1.67375 0.0 0.0 -0.1 1.5884
C -0.01593 2.14087 -3.21857 -0.1 -0.1 0.0 0.7341
C 0.71025 3.27268 -3.56828 -0.1 0.1 0.0 -0.9499
C 1.47002 3.28172 -4.72870 0.0 0.0 0.0 -0.7786
C 1.50488 2.16719 -5.55056 0.0 0.0 0.0 -0.8180
C 0.78136 1.03248 -5.20711 0.0 0.1 0.0 -1.0083
C 0.03732 1.01630 -4.04138 0.0 0.0 0.0 -0.0633
C -0.99077 3.74289 -1.07393 0.0 -0.1 0.0 0.3325
C 0.00618 4.11103 -0.17354 0.0 0.0 0.0 -0.3945
C 0.06818 5.40505 0.31590 -0.1 0.0 0.0 -0.7006
C -0.87622 6.34109 -0.07913 0.0 0.0 0.0 -0.5666
C -1.86952 5.98457 -0.97863 0.0 0.0 0.0 -0.7581
C -1.92151 4.69517 -1.48290 0.0 0.0 0.0 -0.3478
H -3.40998 2.15733 -1.56932 0.0 0.0 0.0 0.6504
H -2.80655 2.42210 -3.20204 0.0 -0.1 0.1 0.3332
H -3.95144 -1.28311 -1.97303 0.0 0.0 0.1 0.8580
H -4.00914 0.10286 -0.89312 0.0 0.0 0.0 1.0649
H 0.32744 -1.74906 -1.99009 -0.1 0.0 -0.1 -0.2306
H 0.97514 -3.40732 -3.67216 0.1 0.0 0.0 0.6261
H -0.50887 -5.31914 -4.16648 0.0 -0.1 -0.1 0.4649
H -2.66331 -5.54915 -2.98448 0.0 -0.1 0.0 0.4502
H -3.35062 -3.87297 -1.33125 -0.1 0.0 0.0 0.4955
H -4.45522 -0.29428 0.96763 0.0 0.2 0.0 0.1337
H -5.86460 -1.20850 2.70207 0.0 0.0 0.0 0.4937
H -5.44255 -3.47389 3.59933 -0.1 0.0 0.1 0.4254
H -3.59814 -4.82935 2.65944 0.0 0.0 0.0 0.4884
H -2.20789 -3.94598 0.87938 -0.1 0.0 0.0 0.5633
H -3.56130 1.95992 -4.80622 0.0 0.1 0.0 0.4581
H -3.76336 1.22508 -7.09609 0.0 0.0 0.0 0.4329
H -3.52676 -1.16891 -7.69210 0.0 0.0 -0.1 0.4279
H -3.07337 -2.81284 -5.89098 0.0 -0.1 0.0 0.4254
H -2.80599 -2.09088 -3.59533 0.0 0.0 0.0 0.2856
H 0.68572 4.15531 -2.94117 0.0 0.0 0.0 0.4070
H 2.03105 4.16733 -4.99233 0.0 0.0 0.0 0.4499
H 2.09444 2.18108 -6.45598 0.0 0.0 0.0 0.4250
H 0.80348 0.15814 -5.84136 0.0 -0.1 0.0 0.5171
H -0.48908 0.11068 -3.77004 -0.1 -0.1 0.0 0.1738
H 0.73668 3.38130 0.15015 0.0 -0.1 0.0 0.4100
H 0.84805 5.67929 1.00951 0.1 0.0 0.1 0.4350
H -0.83570 7.34778 0.30792 0.0 0.1 0.0 0.3956
H -2.60056 6.71417 -1.29690 0.0 0.0 0.0 0.4281
H -2.69600 4.44574 -2.19486 0.0 0.0 0.0 0.3124
C 3.97346 -0.74412 1.68586 0.1 0.0 0.0 -0.9366
C 3.10797 0.23633 2.40931 -0.2 0.0 0.1 0.1943
C 3.57336 0.93863 3.50194 0.0 0.0 0.1 -0.9312
C 2.70252 1.80084 4.15912 0.1 0.0 0.0 -0.8545
C 1.41434 1.97229 3.71620 -0.1 -0.2 -0.1 -0.8062
C 0.98985 1.25552 2.58266 0.0 0.0 0.0 0.3845
N 1.84204 0.38634 1.99154 0.1 0.2 0.1 0.6014
N -0.22665 1.34427 1.96869 0.1 -0.2 0.0 1.0069
Si -1.74663 1.86801 2.66884 0.2 0.1 0.1 -0.0847
C -2.98225 2.03903 1.27671 0.1 -0.1 0.1 -0.1521
C -1.69258 3.55850 3.48813 -0.1 -0.2 -0.1 -1.2843
C -2.34007 0.58518 3.89743 0.1 0.1 -0.1 -0.7987
H 4.98634 -0.35647 1.58346 0.0 0.0 0.0 0.5597
H 3.57206 -0.94957 0.70132 0.0 -0.1 -0.1 -0.2432
H 4.03664 -1.67484 2.25334 0.0 0.0 0.0 0.2042
H 4.59156 0.80981 3.83400 0.1 0.0 0.0 0.5222
H 3.04360 2.35425 5.02216 0.0 0.0 0.1 0.4748
H 0.74962 2.64922 4.21380 -0.1 0.1 0.1 0.2740
H -2.85853 2.99503 0.77730 0.0 0.1 -0.1 0.4821
H -3.99414 1.99800 1.67525 -0.2 0.0 0.0 0.6878
H -2.87344 1.25050 0.53516 0.0 -0.1 -0.1 -0.8010
H -1.81816 4.33782 2.73875 0.0 0.1 -0.1 0.2831
H -0.79289 3.78846 4.04177 0.2 0.0 0.1 0.4556
H -2.52322 3.63645 4.18917 -0.1 0.0 0.0 0.3959
H -2.40217 -0.39876 3.43293 0.0 -0.1 0.0 -0.0153
H -3.32660 0.83826 4.28160 -0.1 0.0 0.0 0.4705
H -1.66842 0.51281 4.75269 0.1 0.0 0.1 0.3974
C 2.64234 -3.01129 -1.04990 0.1 -0.1 0.0 -1.2449
O 1.63786 -2.63567 -0.12576 0.0 -0.1 0.3 0.6873
C 1.52936 -3.51357 0.97950 0.0 0.0 0.0 -1.2141
C 0.13384 -3.33192 1.53227 0.1 -0.1 0.0 0.2549
O -0.10799 -2.04029 2.07689 0.1 -0.1 -0.1 0.4101
C 0.35132 -1.92270 3.42032 -0.1 -0.1 0.0 -0.9285
H 2.42774 -4.00522 -1.45786 0.0 0.0 0.0 0.3784
H 3.63062 -3.02263 -0.57671 0.0 0.0 0.0 0.3023
H 2.63884 -2.27071 -1.84961 0.1 -0.2 0.1 0.3367
H 2.31505 -3.30506 1.71618 0.0 0.0 0.0 0.2372
H 1.63921 -4.56168 0.66134 0.0 0.1 0.0 0.5970
H -0.10741 -4.10591 2.27255 0.1 0.1 0.0 0.6037
H -0.54450 -3.43593 0.68399 0.3 0.0 0.1 -0.9676
H -0.19168 -2.63459 4.05099 0.1 0.0 0.0 0.2953
H 0.13829 -0.91328 3.75524 0.0 0.0 0.0 0.0369
H 1.42495 -2.10539 3.49746 0.0 0.0 0.0 0.2990
Br 2.15215 0.24045 -1.40463 0.0 0.3 -0.1 -0.5214